{"formula": "C30H59Cl2O12PS", "method": "ωB97M-V/def2-TZVPD", "elements": ["Cl", "Cl", "S", "P", "O", "O", "O", "O", "O", "O", "O", "O", "O", "O", "O", "O", "C", "C", "C", "C", "C", "C", "C", "C", "C", "C", "C", "C", "C", "C", "C", "C", "C", "C", "C", "C", "C", "C", "C", "C", "C", "C", "C", "C", "C", "C", "H", "H", "H", "H", "H", "H", "H", "H", "H", "H", "H", "H", "H", "H", "H", "H", "H", "H", "H", "H", "H", "H", "H", "H", "H", "H", "H", "H", "H", "H", "H", "H", "H", "H", "H", "H", "H", "H", "H", "H", "H", "H", "H", "H", "H", "H", "H", "H", "H", "H", "H", "H", "H", "H", "H", "H", "H", "H", "H"], "xyz": [[-3.09491, 1.62187, -6.43690], [0.61910, 1.76299, -3.85149], [-0.31849, 5.01152, -3.03191], [-2.70619, 3.67696, -3.53143], [-1.88158, 4.73434, -2.44339], [0.32926, 4.98323, 5.66251], [-2.06268, 1.07000, 4.88317], [-2.11069, 2.08373, -3.49958], [8.05734, -3.82313, 3.86385], [2.02756, 0.73129, 1.13330], [-2.64731, 4.35840, -4.90062], [-3.85806, -2.86547, -2.38465], [-5.30345, -2.45595, -6.41680], [6.15881, -0.74667, 0.68768], [-1.66994, -1.60084, 1.09131], [-4.34978, 3.57445, -3.11587], [8.05907, -6.07636, 4.61976], [-3.96717, -1.42872, -2.12532], [-0.01437, 2.17177, 4.38709], [-4.52000, 3.09062, -1.75296], [5.48948, -2.17904, 2.46179], [-4.63365, -3.46791, -6.48313], [-0.42913, -2.13148, 3.04527], [-2.03333, 2.20755, 2.79339], [2.14448, 1.81027, -0.98223], [-5.17196, -4.72159, -7.12103], [6.18359, -3.06155, 0.14863], [9.29254, -4.18973, 5.86045], [-1.62523, -2.22091, 2.13661], [-2.76290, -3.10612, 2.57193], [8.43382, -4.62038, 4.70148], [-5.34190, 0.78379, -2.83549], [0.05338, 6.13929, 5.40504], [-1.35942, 1.60376, -5.84656], [0.87540, 7.27868, 5.94589], [4.10086, 1.80586, 0.68928], [-1.42909, 1.75212, 4.09585], [-3.23395, -3.51773, -5.93110], [-4.52374, 1.46972, -1.65333], [-0.23266, 1.30499, -6.92399], [2.69476, 1.38671, 0.35470], [-4.96292, -0.73870, -3.15590], [-1.12383, 6.48688, 4.53259], [-1.11063, 1.83499, -4.47592], [5.96242, -1.88691, 1.06405], [-2.88098, -3.36196, -1.42764], [-0.53513, 0.35396, -7.48376], [-5.92192, -1.33620, -3.29444], [-0.36014, 5.75546, -4.20132], [-1.45242, 1.81351, 1.95648], [0.31020, -1.45914, 2.60464], [-5.29600, 1.35015, -3.83182], [4.36383, 1.43169, 1.68000], [-6.18909, -4.54002, -7.47352], [-0.19692, 2.18041, -7.65721], [0.80886, 1.19703, -6.49290], [-1.83524, 7.09615, 5.09369], [0.25244, 7.92313, 6.56963], [-2.18845, -2.53370, -1.04733], [-3.39165, -3.82025, -0.50758], [-3.55497, -3.07310, 1.82131], [1.12394, 1.43881, -1.08734], [-3.63407, 3.47618, -1.13635], [-5.19440, -5.53114, -6.38858], [6.52317, -2.70271, -0.82500], [5.37312, -1.24075, 3.00775], [10.24797, -4.71768, 5.83142], [-3.16639, -2.75159, 3.52262], [-5.45371, 3.50978, -1.24568], [9.48293, -3.11719, 5.79064], [-3.43244, 1.17098, -1.57423], [-2.92097, -0.99961, -2.35016], [4.52312, -2.68712, 2.42882], [-2.52627, -3.74322, -6.73220], [-1.62290, 5.56903, 4.21553], [6.94909, -3.71879, 0.56647], [8.77678, -4.39341, 6.80113], [2.12911, 2.90040, -1.04909], [-6.45670, 0.79157, -2.54646], [-2.97960, -2.54650, -5.50262], [-2.05802, 3.29895, 2.75638], [7.44007, -6.24160, 3.73586], [5.24817, -3.60872, 0.01353], [4.79691, 1.38540, -0.03896], [4.17213, 2.89593, 0.69615], [-4.43776, -0.74430, -4.17619], [-0.78315, 7.02470, 3.64541], [0.65597, 1.77571, 3.62004], [-4.55025, -5.00107, -7.97420], [0.28884, 1.77287, 5.35694], [-5.04902, 1.19430, -0.66803], [-0.73015, -1.73281, 4.01670], [-2.25358, -4.16603, -1.95792], [0.05022, 3.26107, 4.42165], [7.48868, -6.36364, 5.50542], [-2.41560, -4.13690, 2.66957], [-4.26932, -1.27061, -1.03718], [-3.05571, 1.83144, 2.71772], [1.30473, 7.85160, 5.12133], [0.02309, -3.11860, 3.16385], [8.95981, -6.68783, 4.53579], [6.22511, -2.79785, 2.97997], [-3.17098, -4.27371, -5.14579], [1.68814, 6.88049, 6.55607], [2.75454, 1.39039, -1.78505]], "homo_lumo_gap_ev": 9.1160, "fmax_ev_per_a": 5.1, "multiplicity": 1, "homo_ev": -9.1}

{"formula": "C30H59F9N18O12PS", "method": "ωB97M-V/def2-TZVPD", "elements": ["S", "P", "F", "F", "F", "F", "F", "F", "F", "F", "F", "O", "O", "O", "O", "O", "O", "O", "O", "O", "O", "O", "O", "N", "N", "N", "N", "N", "N", "N", "N", "N", "N", "N", "N", "N", "N", "N", "N", "N", "N", "C", "C", "C", "C", "C", "C", "C", "C", "C", "C", "C", "C", "C", "C", "C", "C", "C", "C", "C", "C", "C", "C", "C", "C", "C", "C", "C", "C", "C", "C", "H", "H", "H", "H", "H", "H", "H", "H", "H", "H", "H", "H", "H", "H", "H", "H", "H", "H", "H", "H", "H", "H", "H", "H", "H", "H", "H", "H", "H", "H", "H", "H", "H", "H", "H", "H", "H", "H", "H", "H", "H", "H", "H", "H", "H", "H", "H", "H", "H", "H", "H", "H", "H", "H", "H", "H", "H", "H", "H"], "xyz": [[-2.87505, 4.67670, 4.09364], [-3.26163, 3.90243, 2.36332], [-4.78332, 2.10072, 0.37078], [0.34285, 4.67825, 0.18861], [0.77213, 4.80719, 2.32502], [-1.15196, 5.41699, 1.53177], [-4.50121, -1.34432, 0.12258], [-2.91329, -0.02230, -0.58678], [-6.31321, 0.45031, -1.32167], [-5.80206, 0.42876, 1.35780], [-4.98487, -0.99418, -2.29495], [-1.84055, -7.06312, -2.27520], [6.63562, 5.99484, -1.45051], [3.03357, 0.21591, -4.45954], [-2.04002, -4.77274, 0.82593], [2.25750, 2.68122, -0.00219], [-4.06620, 0.72477, 3.20970], [-4.85017, 1.27516, -3.65732], [-3.60604, 2.18596, -2.05783], [10.27249, 6.49795, 2.18940], [-2.51037, -3.06087, -5.22098], [-5.82736, -6.30954, 2.92681], [2.54355, 2.27479, 2.16002], [-1.82719, -5.85440, -4.20283], [-3.96236, -1.33162, -5.41759], [-2.55030, -1.87980, -7.15538], [10.54139, 7.54291, 4.17803], [4.98708, 3.54733, -2.27489], [-6.40936, -7.73360, 4.58628], [1.20376, -1.04523, -3.97454], [-1.67828, -0.99264, 1.96818], [-7.46111, -7.83977, 2.53569], [-3.21364, -5.26699, -2.46599], [-2.24714, 1.31837, 1.93900], [8.56688, 7.75629, 2.99670], [-3.65879, -6.35922, 0.72063], [7.78333, 4.18492, -0.72955], [8.44293, 6.30543, -0.10573], [-4.19817, -4.12709, 0.92425], [2.02338, -0.92682, -6.13232], [1.09131, -0.26190, 1.42601], [-2.97835, -2.14573, -5.89102], [-6.52277, -7.23524, 3.32331], [1.44668, 2.63553, -2.31882], [-3.66170, 0.93810, 2.14531], [1.84987, 2.32939, 1.21017], [-5.02974, 0.17270, -1.60564], [-4.46039, 1.26681, -2.56056], [7.55931, 5.53108, -0.79832], [1.82545, 1.83656, -1.08488], [1.02358, -1.29349, 0.37695], [-1.16838, -1.76708, 3.14838], [-1.93857, 2.67703, 1.89094], [0.04466, 0.67574, 1.55298], [-3.22229, -5.08318, 0.82642], [1.89737, -3.52020, -0.35345], [-4.62057, 0.86117, 0.88772], [9.82198, 7.22199, 3.06438], [0.61489, -0.15208, 6.20976], [-4.23645, -0.08681, -0.28753], [-2.26057, -6.13030, -2.93957], [-0.17030, 4.52260, 1.42099], [-1.31458, 0.31194, 1.82712], [0.38891, -0.43108, 4.71603], [2.14534, -0.53241, -4.83117], [1.81454, -2.52075, 0.79777], [-0.62777, 3.06864, 1.58878], [2.48801, 3.67385, -2.72526], [-1.01964, -0.97981, 4.44529], [0.36645, 2.03777, 1.42876], [3.85155, 3.03006, -3.04887], [1.38805, -2.99767, 1.67821], [-5.18264, -4.32118, 0.94582], [1.34100, -0.67092, 2.31740], [-2.92190, -1.14102, -7.72179], [0.48085, 3.12761, -2.14719], [-8.03632, -8.59981, 2.84523], [-3.56279, -5.43427, -1.54125], [1.29118, 1.90838, -3.11936], [10.19584, 8.13318, 4.90986], [-4.45965, 3.18817, 2.40489], [3.81574, 1.95018, -2.93218], [8.00571, 7.51450, 2.20036], [-4.36649, -0.58069, -5.94515], [-3.37196, 4.79777, 1.29372], [-3.88152, -3.18575, 0.98162], [-6.96500, -8.49079, 4.93553], [1.67946, -0.06336, 6.41753], [1.51291, -0.93047, -0.52907], [0.54421, 0.52053, 4.20234], [2.58676, -3.16799, -1.12120], [0.18648, 0.81858, 6.46531], [-1.25945, -1.66771, 5.25796], [-4.31330, -1.51720, -4.49796], [1.12986, -1.16234, 4.38534], [2.83076, -2.19761, 1.04041], [0.90943, -3.65847, -0.79213], [1.28120, -0.79417, -3.00810], [-7.57558, -7.49487, 1.60208], [5.00320, 3.12151, -1.35688], [-0.23613, -2.24749, 2.85711], [-3.56176, -4.49251, -2.99984], [0.16085, -0.91247, 6.83996], [-1.74430, -0.16636, 4.52492], [4.07903, 3.20387, -4.10031], [2.70176, -0.57574, -6.78251], [8.53786, 3.77809, -0.21069], [-1.83641, -2.47158, -7.53537], [2.25087, -4.49002, -0.01602], [0.46929, -1.66937, -4.25701], [2.10900, 4.16562, -3.62224], [-2.69480, 1.86626, -2.12555], [-2.66024, -1.16226, 1.80873], [-2.18503, -5.08704, -4.74693], [0.00087, -1.56789, 0.10636], [-1.12253, -6.45366, -4.58840], [1.31056, -1.54979, -6.45851], [4.91343, 4.55093, -2.16464], [-2.96169, -7.07824, 0.63518], [-1.87482, -2.58405, 3.27748], [8.18061, 8.35071, 3.70440], [2.58913, 4.42854, -1.94627], [-4.62904, -6.61253, 0.73832], [0.96648, 1.23771, -0.79063], [8.31679, 7.29830, -0.16302], [2.63167, 1.14284, -1.32797], [11.46628, 7.16280, 4.25180], [9.21466, 5.95279, 0.43780], [-5.72656, -7.31198, 5.18711], [7.17749, 3.59660, -1.27496]], "homo_lumo_gap_ev": 5.6216, "fmax_ev_per_a": 2.0, "charge": 1, "relative_energy_ev": 0.000, "multiplicity": 1, "homo_ev": -10.2}

{"formula": "C30H59IN5O11S2", "method": "ωB97M-V/def2-TZVPD", "elements": ["I", "S", "S", "O", "O", "O", "O", "O", "O", "O", "O", "O", "O", "O", "N", "N", "N", "N", "N", "C", "C", "C", "C", "C", "C", "C", "C", "C", "C", "C", "C", "C", "C", "C", "C", "C", "C", "C", "C", "C", "C", "C", "C", "C", "C", "C", "C", "C", "C", "H", "H", "H", "H", "H", "H", "H", "H", "H", "H", "H", "H", "H", "H", "H", "H", "H", "H", "H", "H", "H", "H", "H", "H", "H", "H", "H", "H", "H", "H", "H", "H", "H", "H", "H", "H", "H", "H", "H", "H", "H", "H", "H", "H", "H", "H", "H", "H", "H", "H", "H", "H", "H", "H", "H", "H", "H", "H", "H"], "xyz": [[-4.17812, -0.57279, 0.60724], [-0.36502, -2.61792, 3.50307], [3.71891, -0.38565, -3.74645], [5.19643, -0.00769, -3.28514], [-3.99952, 0.25474, -4.48909], [1.01923, -2.74648, 3.24031], [3.43366, -1.71445, -3.34900], [-1.08908, 3.66348, -2.20052], [-0.96476, -1.35098, 3.73961], [-1.19002, -3.34580, 2.34133], [3.98330, -0.34623, -5.31701], [-0.74598, -3.61092, 4.68770], [2.85235, 0.68319, -3.39610], [5.32515, 0.39447, 6.76390], [-1.40897, 1.19482, 0.15939], [-3.98138, 1.76966, -1.27671], [-0.92471, 0.40097, 1.19768], [-1.45478, 1.41205, -2.21833], [-3.69912, -0.44341, -2.26812], [-7.77474, 1.00302, -1.89293], [4.67971, -0.81370, 7.09914], [-0.61775, 2.58221, -1.92852], [6.10921, 0.29940, 5.58242], [-3.82052, -0.07230, -3.41778], [-5.49297, 1.88165, -1.30655], [-4.26927, 3.65674, 0.46804], [-1.18582, -0.86952, -1.12212], [-3.30783, 2.82222, -0.37826], [-2.27020, 2.27101, 0.61512], [5.29770, -0.06721, 4.34623], [0.34394, -0.97164, -1.10961], [-0.91556, 0.81369, -3.45734], [-8.58821, -0.29883, -1.74490], [3.16747, -1.95232, 0.50374], [-1.78080, 0.52601, -1.08335], [4.22405, -1.05122, -0.14742], [-6.24894, 0.74752, -2.01506], [5.95070, 0.41077, 3.04537], [-1.67896, -4.61627, 2.80868], [5.28498, 0.19839, -5.59732], [5.36090, -0.68919, 0.80177], [0.80339, 2.47651, -1.44872], [-3.35004, 0.41429, -1.17623], [4.96498, 0.34635, 1.85235], [6.10939, -0.17401, -4.38335], [2.21157, -2.62458, -0.49336], [-1.86822, -4.42060, 4.29977], [-5.82813, 3.18038, -2.08405], [0.74876, -2.20673, -0.29546], [6.84186, -0.17903, 2.83127], [3.74511, -0.13952, -0.51891], [-2.60308, -4.86229, 2.29357], [-1.35502, -0.14494, -3.70579], [1.40579, 1.93222, -2.17685], [6.16377, -0.25292, 0.19922], [-6.08535, 2.95997, -3.11494], [0.86552, 1.99624, -0.48110], [6.57371, 1.27741, 5.46055], [-4.90035, 3.03163, 1.09734], [3.98477, 0.08843, 2.25442], [-4.99669, 3.88336, -2.09092], [-1.58579, 0.17917, 1.92977], [-6.06136, -0.23605, -1.59785], [-7.98228, 1.67004, -1.05579], [-1.50080, -1.38793, -2.02554], [-9.43634, -0.28968, -2.42375], [-8.09946, 1.53138, -2.78729], [-3.64557, 4.22515, 1.15712], [-9.00265, -0.35603, -0.74050], [4.31392, 0.39015, 4.45448], [-4.85396, 4.37847, -0.08840], [4.92169, 1.33681, 1.40115], [-1.11740, 1.49588, -4.28215], [-1.85256, -5.35373, 4.85418], [0.74694, -1.09315, -2.11315], [-2.77385, 3.50787, -1.02648], [5.77344, -1.58249, 1.27396], [6.43035, -1.21661, -4.41362], [3.71846, -0.90413, 6.58542], [-1.64328, 3.14070, 0.83954], [-0.03660, 0.71939, 1.55491], [0.80882, -0.13123, -0.60303], [4.47469, -0.80828, 8.16834], [0.64261, -1.88311, 0.73936], [0.16682, 0.67600, -3.42100], [-1.56775, -1.45875, -0.29509], [0.04197, -3.02834, -0.42018], [6.91393, -0.42348, 5.76657], [-0.92579, -5.37657, 2.59638], [6.97126, 0.47089, -4.24288], [5.20158, -1.15383, 4.29852], [-2.78651, -3.87454, 4.52420], [-6.64516, 3.69063, -1.58194], [-5.91902, 1.90940, -0.31095], [3.69883, -2.72813, 1.05977], [5.19168, 1.27991, -5.70595], [2.51433, -2.36345, -1.50492], [5.29876, -1.68663, 6.87627], [2.25719, -3.70900, -0.40391], [4.65537, -1.58118, -0.99684], [-2.77108, 2.03183, 1.55630], [-6.02103, 0.72331, -3.08068], [5.66860, -0.23083, -6.51794], [6.25781, 1.44549, 3.20750], [-7.96942, -1.17167, -1.93081], [1.19852, 3.48652, -1.39339], [2.61070, -1.38349, 1.24994], [-3.70696, 2.09967, -2.21155]], "homo_lumo_gap_ev": 7.9778, "fmax_ev_per_a": 2.7, "charge": 1, "relative_energy_ev": 0.481, "multiplicity": 1, "homo_ev": -10.7}